The following is a quantum chemistry calculation of 2 unconnected molecules or ions with the total composition C2H6OS2 at a distorted geometry, from the Open Molecules 2025 dataset.

Each line ends with the Löwdin charge.
Element x y z (Å)
C -1.673 -0.805 -1.074  -0.065
C -1.042 -1.847 -0.211  -0.343
O -0.820 -1.777 0.961  0.051
H -2.209 0.007 -0.551  0.087
H -0.927 -0.344 -1.728  0.081
H -2.419 -1.295 -1.705  0.075
H -0.768 -2.762 -0.782  0.116
S 2.457 1.962 0.195  0.222
S 2.818 2.017 2.264  0.238
H 1.172 1.647 0.414  -0.228
H 3.411 3.196 2.218  -0.234

Computed properties:
Energy above the lowest of the compared OMol25 structures with the same formula, charge and spin ... 5.49 kcal/mol
M ... 110.2 g/mol
SMILES ... CC=O.SS
LUMO level ... 0.008 Eh
Orbital gap ... 9.17 eV